Below is C25H31N5O5OsS as an isolated structure at a distorted geometry, with properties calculated with ωB97M-V/def2-TZVPD.

Results
* 2S+1: 1
* F_max: 0.02247 hartree/bohr
* energy above the lowest of the compared OMol25 structures with the same formula, charge and spin: 149.8 kJ/mol
* HOMO level (spin up / spin down): -0.5308 / -0.5296 Ha
* electronic energy: -57401.814 eV
* charge: +2
* E_LUMO (spin up / spin down): -8.58 / -8.25 eV

Each line ends with the Löwdin charge.
Atoms and positions in Å:
Os (-1.096, 1.089, -1.001)  1.428
O (0.576, 1.439, -1.710)  -0.241
C (1.207, 2.489, -2.237)  -0.283
C (2.547, 2.267, -2.594)  0.018
C (3.266, 3.271, -3.192)  -0.024
C (2.661, 4.511, -3.443)  -0.030
C (1.349, 4.736, -3.083)  -0.003
C (0.594, 3.732, -2.469)  -0.075
C (-0.774, 3.947, -2.037)  -0.225
N (-1.507, 3.084, -1.326)  -0.124
C (-2.718, 3.689, -1.055)  -0.096
C (-2.717, 4.925, -1.614)  -0.017
N (-1.497, 5.068, -2.217)  0.154
H (2.965, 1.288, -2.407)  0.130
H (4.295, 3.108, -3.476)  0.126
H (3.228, 5.297, -3.923)  0.124
H (0.916, 5.707, -3.282)  0.118
H (-3.484, 3.199, -0.480)  0.118
H (-3.460, 5.701, -1.627)  0.140
H (-1.192, 5.889, -2.716)  0.175
C (2.016, 3.028, 3.697)  -0.092
C (2.621, 1.631, 3.774)  -0.247
C (3.230, 1.165, 2.453)  -0.181
C (2.206, 0.954, 1.347)  -0.176
N (1.301, -0.151, 1.700)  0.078
C (-0.011, -0.176, 1.652)  -0.618
S (-0.921, 1.291, 1.154)  0.762
N (-0.713, -1.229, 2.014)  0.048
C (-0.136, -2.496, 2.486)  -0.150
C (0.278, -2.447, 3.954)  -0.193
C (0.824, -3.790, 4.436)  -0.246
C (2.134, -4.184, 3.765)  -0.098
H (1.692, 3.369, 4.679)  0.083
H (1.141, 3.068, 3.043)  0.051
H (2.744, 3.749, 3.323)  0.085
H (1.860, 0.917, 4.105)  0.095
H (3.398, 1.608, 4.538)  0.118
H (3.799, 0.241, 2.596)  0.121
H (3.945, 1.906, 2.089)  0.127
H (2.685, 0.706, 0.398)  0.127
H (1.598, 1.845, 1.198)  0.076
H (1.757, -0.986, 2.052)  0.149
H (-1.716, -1.159, 1.917)  0.144
H (0.698, -2.748, 1.825)  0.123
H (-0.895, -3.261, 2.326)  0.143
H (-0.589, -2.149, 4.546)  0.124
H (1.040, -1.675, 4.108)  0.103
H (0.070, -4.565, 4.275)  0.116
H (0.969, -3.729, 5.515)  0.118
H (2.014, -4.396, 2.701)  0.068
H (2.550, -5.083, 4.216)  0.083
H (2.882, -3.395, 3.875)  0.076
O (-0.610, -1.028, -2.955)  0.120
C (-1.509, -1.370, -2.235)  -0.491
O (-1.622, -0.739, -0.990)  -0.292
C (-2.548, -2.363, -2.541)  -0.137
C (-3.780, -2.389, -1.887)  -0.005
C (-4.743, -3.309, -2.267)  -0.026
C (-4.477, -4.221, -3.279)  0.043
C (-3.240, -4.182, -3.899)  -0.105
C (-2.268, -3.265, -3.565)  0.084
N (-2.945, -5.160, -4.971)  -0.350
O (-1.856, -5.087, -5.493)  0.105
O (-3.813, -5.952, -5.245)  0.115
H (-3.985, -1.692, -1.087)  0.114
H (-5.704, -3.325, -1.772)  0.121
H (-5.204, -4.957, -3.591)  0.134
H (-1.323, -3.257, -4.088)  0.140

Below is a single C5H8O2 molecule, with properties calculated with ωB97M-V/def2-TZVPD.

Results
* 2S+1: 1
* F_max: 0.01117 hartree/bohr
* energy above the lowest of the compared OMol25 structures with the same formula, charge and spin: 388.1 kJ/mol
* HOMO level: -0.3174 Ha
* electronic energy: -9405.810 eV
* E_LUMO: -0.20 eV

Each line ends with the Löwdin charge.
Atoms and positions in Å:
C (-0.146, 2.112, -0.405)  -0.067
C (-0.833, -0.625, -0.109)  -0.019
C (-1.003, -1.721, 0.835)  -0.136
C (0.534, -0.584, -0.705)  -0.145
C (1.303, 0.301, 0.299)  -0.505
O (2.251, -0.095, 0.921)  0.127
O (0.823, 1.538, 0.488)  -0.021
H (0.337, 2.367, -1.352)  0.097
H (-0.988, 1.432, -0.567)  0.050
H (-0.496, 3.011, 0.098)  0.096
H (-0.125, -2.280, 1.193)  0.087
H (-1.716, -1.502, 1.636)  0.080
H (-1.564, -2.352, 0.113)  0.116
H (1.074, -1.537, -0.770)  0.125
H (0.551, -0.065, -1.673)  0.115

Below is a 2-piece molecular cluster, C2H7ClN overall at a distorted geometry, with properties calculated with ωB97M-V/def2-TZVPD.

Results
* 2S+1: 1
* F_max: 0.08964 hartree/bohr
* energy above the lowest of the compared OMol25 structures with the same formula, charge and spin: 397.0 kJ/mol
* HOMO level (spin up / spin down): -0.5026 / -0.5166 Ha
* electronic energy: -16188.319 eV
* charge: +1
* E_LUMO (spin up / spin down): -5.11 / -4.90 eV

Each line ends with the Löwdin charge.
Atoms and positions in Å:
C (-1.201, 0.190, -0.241)  -0.003
C (1.413, 1.131, 0.017)  -0.328
N (-0.760, -1.086, 0.075)  -0.022
Cl (2.010, -0.455, 0.150)  0.760
H (-1.093, 0.700, -1.163)  0.067
H (-1.307, 1.008, 0.554)  0.115
H (1.252, 1.603, 0.890)  -0.002
H (1.285, 1.459, -0.916)  -0.014
H (-0.959, -1.757, -0.736)  0.200
H (-1.060, -1.549, 0.935)  0.158
H (0.418, -1.244, 0.436)  0.068

Below is a 6-piece molecular cluster, C4H19NO6 overall at a distorted geometry, with properties calculated with ωB97M-V/def2-TZVPD.

Results
* 2S+1: 1
* F_max: 0.02666 hartree/bohr
* energy above the lowest of the compared OMol25 structures with the same formula, charge and spin: 2.1 kJ/mol
* HOMO level: -0.3664 Ha
* electronic energy: -18232.389 eV
* E_LUMO: 0.35 eV

Each line ends with the Löwdin charge.
Atoms and positions in Å:
C (1.017, 0.056, 0.727)  -0.065
C (2.049, -0.141, -0.403)  -0.311
C (2.803, -1.475, -0.210)  -0.064
C (1.552, -0.209, -1.833)  -0.549
N (0.412, -0.921, -2.152)  0.162
O (2.083, 0.431, -2.724)  0.046
H (0.025, -0.046, 0.299)  0.046
H (1.241, -0.655, 1.520)  0.079
H (1.104, 1.069, 1.119)  0.075
H (2.796, 0.642, -0.392)  0.137
H (3.339, -1.497, 0.725)  0.076
H (3.417, -1.703, -1.081)  0.086
H (2.135, -2.344, -0.159)  0.082
H (-0.039, -1.611, -1.562)  0.081
H (0.317, -1.059, -3.145)  0.112
O (-3.343, -0.807, 1.519)  -0.055
H (-3.062, -0.566, 2.419)  0.038
H (-3.017, -0.025, 1.054)  0.050
O (-1.466, -2.426, 0.253)  -0.076
H (-2.137, -1.968, 0.799)  -0.006
H (-1.468, -3.372, 0.399)  0.036
O (-1.242, 3.101, 1.342)  -0.063
H (-1.826, 3.266, 0.591)  0.039
H (-0.670, 2.425, 0.949)  -0.009
O (-0.422, 1.818, -1.312)  -0.045
H (0.187, 2.085, -2.005)  0.053
H (-0.827, 0.968, -1.533)  0.037
O (-1.432, 0.491, 3.392)  -0.045
H (-1.393, 1.434, 3.200)  0.034
H (-0.751, 0.034, 2.888)  0.024

Below is C44H46BClN8O8PSV as an isolated structure, with properties calculated with ωB97M-V/def2-TZVPD.

Results
* 2S+1: 4
* F_max: 0.01338 hartree/bohr
* energy above the lowest of the compared OMol25 structures with the same formula, charge and spin: 807.5 kJ/mol
* HOMO level (spin up / spin down): -0.1375 / -0.1421 Ha
* <S²>: 3.76
* electronic energy: -133681.550 eV
* charge: -1
* E_LUMO (spin up / spin down): 2.23 / 2.23 eV

Each line ends with the Löwdin spin population.
Atoms and positions in Å:
V (-0.389, -0.316, 0.028)  2.751
C (-0.611, -3.175, 2.752)  0.003
C (-0.776, -1.734, 3.106)  0.011
C (-1.295, -1.275, 4.318)  0.002
C (-1.229, 0.101, 4.247)  0.007
C (-1.673, 1.054, 5.309)  0.001
N (-0.700, 0.429, 3.054)  0.006
N (-0.407, -0.704, 2.342)  0.015
B (-0.247, 1.868, 2.614)  0.002
N (1.283, 1.827, 2.429)  0.000
N (1.843, 1.107, 1.433)  0.018
C (3.155, 1.149, 1.627)  0.002
C (4.109, 0.462, 0.699)  0.000
C (3.455, 1.897, 2.780)  0.000
C (2.229, 2.313, 3.260)  0.000
C (1.929, 3.146, 4.463)  0.000
N (-0.949, 2.538, 1.427)  0.008
N (-0.846, 2.680, -1.006)  0.002
C (-1.860, 3.552, -0.858)  0.001
C (-1.985, 4.480, -2.034)  0.000
C (-2.688, 3.615, 0.219)  0.000
C (-2.377, 2.789, 1.427)  0.002
C (-2.902, 3.415, 2.694)  0.000
H (-1.295, -3.771, 3.357)  0.000
H (0.404, -3.521, 2.952)  0.000
H (-0.838, -3.371, 1.709)  0.001
H (-1.669, -1.869, 5.136)  0.000
H (-1.756, 0.511, 6.251)  0.000
H (-2.655, 1.473, 5.085)  0.000
H (-0.980, 1.882, 5.443)  0.000
H (-0.490, 2.597, 3.535)  0.000
H (3.564, 0.049, -0.150)  0.000
H (4.638, -0.351, 1.202)  0.000
H (4.868, 1.156, 0.330)  0.000
H (4.425, 2.120, 3.197)  0.000
H (2.861, 3.402, 4.966)  0.000
H (1.294, 2.611, 5.171)  0.000
H (1.415, 4.069, 4.193)  0.000
H (-1.509, 4.043, -2.912)  0.000
H (-1.512, 5.440, -1.819)  0.000
H (-3.037, 4.658, -2.260)  0.000
H (-3.524, 4.301, 0.244)  0.000
H (-3.954, 3.657, 2.547)  0.000
H (-2.352, 4.334, 2.893)  0.000
H (-2.805, 2.743, 3.541)  0.000
O (-2.937, 1.404, 1.363)  0.001
C (-2.333, 0.714, 0.345)  0.009
O (-0.890, 1.805, 0.184)  0.019
C (-3.056, 0.781, -0.955)  0.003
C (-4.324, 1.293, -1.068)  0.003
C (-5.036, 1.167, -2.264)  0.002
C (-4.491, 0.499, -3.345)  0.002
C (-3.243, -0.068, -3.215)  0.001
C (-2.441, 0.074, -2.041)  0.008
O (-1.274, -0.412, -1.926)  0.020
N (-2.748, -0.817, -4.357)  0.001
O (-3.006, -0.401, -5.475)  0.001
O (-2.136, -1.848, -4.153)  0.001
N (-6.368, 1.716, -2.376)  0.001
O (-6.963, 1.591, -3.437)  0.001
O (-6.832, 2.310, -1.418)  0.001
H (-4.775, 1.783, -0.220)  0.000
H (-5.042, 0.395, -4.267)  0.000
Cl (-2.731, -2.775, 0.042)  0.022
C (-2.025, -4.117, -0.795)  0.001
C (-2.881, -5.145, -1.176)  0.001
C (-2.389, -6.234, -1.868)  0.000
C (-1.040, -6.298, -2.193)  0.000
C (-0.199, -5.267, -1.816)  0.000
C (-0.663, -4.161, -1.097)  0.002
P (0.478, -2.782, -0.680)  0.020
C (1.666, -3.472, 0.524)  0.002
C (2.332, -2.528, 1.303)  0.006
C (3.244, -2.931, 2.267)  0.001
C (3.489, -4.282, 2.469)  0.000
C (2.822, -5.228, 1.701)  0.000
C (1.916, -4.825, 0.730)  0.000
C (1.471, -2.756, -2.217)  0.000
C (0.812, -2.365, -3.384)  -0.001
C (1.490, -2.342, -4.592)  0.000
C (2.835, -2.690, -4.646)  -0.001
C (3.500, -3.050, -3.483)  0.000
C (2.821, -3.083, -2.269)  -0.001
H (-3.932, -5.066, -0.933)  0.000
H (-3.063, -7.027, -2.168)  0.000
H (-0.648, -7.139, -2.751)  0.000
H (0.845, -5.300, -2.105)  0.000
H (2.101, -1.473, 1.189)  0.004
H (3.738, -2.186, 2.878)  0.000
H (4.188, -4.600, 3.234)  0.000
H (3.000, -6.284, 1.865)  0.000
H (1.386, -5.572, 0.153)  0.000
H (-0.228, -2.064, -3.338)  0.000
H (0.962, -2.045, -5.490)  0.000
H (3.365, -2.672, -5.591)  0.000
H (4.551, -3.310, -3.516)  0.000
H (3.347, -3.372, -1.368)  0.000
O (1.381, 0.116, -1.201)  0.031
S (1.244, 1.052, -2.393)  0.003
C (2.681, 0.605, -3.435)  -0.001
C (3.635, 1.795, -3.487)  0.000
C (3.517, 2.485, -2.132)  0.000
C (2.027, 2.603, -1.866)  0.001
H (2.313, 0.291, -4.410)  0.000
H (3.115, -0.260, -2.933)  0.000
H (3.336, 2.483, -4.283)  0.000
H (4.653, 1.468, -3.704)  0.000
H (4.004, 3.462, -2.115)  0.000
H (3.981, 1.868, -1.361)  0.000
H (1.554, 3.385, -2.466)  0.000
H (1.728, 2.748, -0.831)  0.000

Below is C5H4Br2O2 as an isolated structure at a distorted geometry, with properties calculated with ωB97M-V/def2-TZVPD.

Results
* 2S+1: 1
* F_max: 0.10245 hartree/bohr
* energy above the lowest of the compared OMol25 structures with the same formula, charge and spin: 356.1 kJ/mol
* HOMO level (spin up / spin down): -0.2855 / -0.2732 Ha
* electronic energy: -149424.760 eV
* E_LUMO (spin up / spin down): 0.03 / -0.93 eV

Each line ends with the Löwdin charge.
Atoms and positions in Å:
C (-0.391, -1.002, 0.013)  -0.200
C (-0.206, 0.337, -0.200)  -0.305
C (1.676, 1.447, 0.952)  -0.332
C (0.511, -1.970, 0.376)  -1.100
C (-1.383, 1.156, -0.704)  -0.018
O (2.756, 1.789, 1.230)  0.150
O (0.923, 1.011, 0.066)  0.103
Br (0.048, -3.841, 0.467)  0.623
Br (2.327, -1.800, 0.883)  0.717
H (-1.235, -1.364, -0.461)  0.090
H (-1.306, 2.250, -0.311)  0.119
H (-2.272, 0.762, -0.422)  0.026
H (-1.449, 1.225, -1.889)  0.129